(1)
Density functional theory data (the ωB97M-V functional and the def2-TZVPD basis) for a 4-piece molecular cluster, C36H57F6N2O12PS5 overall at a distorted geometry.

Output
Energy above the lowest of the compared OMol25 structures with the same formula, charge and spin in eV: 0.000
Frontier orbital gap in eV: 7.570
E_tot in Ha: -5349.3216
Molar mass in g/mol: 1015.15
Charge: 0
SMILES: CCOCCOc1c(CCCF)cc2c(c1[PH2]=S)N(C(F)(F)C(F)F)c1ccc(CCCCNC(C)=O)c(F)c1S2.CCOS(C)(=O)=O.CCOS(C)(=O)=O.CCOS(C)(=O)=O

Geometry (Å):
C  1.6497  2.0454  6.1418
C  3.0705  2.7971  6.1209
O  2.9417  4.2561  6.1033
C  4.2144  4.8664  6.4940
C  4.5291  6.2312  5.7214
O  5.3202  6.0867  4.5071
C  4.9880  4.9079  3.7786
C  5.8580  3.6090  3.8952
C  7.1639  3.4571  4.7989
C  8.0756  4.7712  4.9028
C  8.4699  5.4299  3.4922
F  8.7293  6.8420  3.7185
C  5.3630  2.3568  3.0769
C  4.0621  2.4238  2.1959
C  3.2125  3.7138  2.0749
C  3.6915  4.9848  2.8841
P  2.6449  6.5857  2.7667
S  3.5844  8.0282  1.8256
N  1.9593  3.8741  1.3045
C  2.1815  4.3510  -0.0782
F  0.9202  4.9116  -0.5099
F  3.1092  5.4449  -0.1576
C  2.7012  3.2500  -1.1190
F  4.1228  3.0643  -1.0030
F  2.5133  3.8257  -2.4370
C  1.0766  2.6894  1.3713
C  -0.4692  2.9932  1.4485
C  -1.4975  1.8460  1.5630
C  -0.9433  0.3734  1.5917
C  -2.0752  -0.7819  1.7653
C  -2.7389  -0.5007  3.2353
C  -4.1344  0.3085  3.1481
C  -4.1054  1.7285  3.9387
N  -5.0304  2.6441  3.1572
C  -5.0764  3.9865  3.7709
C  -5.5758  5.2811  2.9523
O  -4.7642  4.1872  4.9866
C  0.5542  0.0139  1.4925
F  1.0841  -1.3035  1.5275
C  1.5751  1.1991  1.3715
S  3.4229  0.9345  1.2586
H  0.7541  2.7221  5.9369
H  1.6043  1.1951  5.3563
H  1.4474  1.5229  7.1514
H  3.6416  2.4045  5.2077
H  3.6584  2.4274  7.0434
H  4.0846  5.1482  7.6122
H  5.0550  4.0959  6.4623
H  3.5357  6.7794  5.5743
H  5.1408  6.8854  6.4549
H  7.7602  2.5500  4.3982
H  6.8611  3.1666  5.8711
H  7.5460  5.5836  5.5339
H  9.0521  4.5439  5.4780
H  9.4481  4.9326  3.1537
H  7.6335  5.3709  2.7148
H  5.9820  1.3905  3.1872
H  1.4681  6.2961  1.9672
H  2.1680  7.0236  4.0422
H  2.1176  2.2733  -1.1290
H  -0.8073  4.0843  1.4433
H  -2.6009  2.1015  1.6303
H  -2.8470  -0.7512  0.9254
H  -1.5001  -1.7744  1.8327
H  -2.0101  0.1913  3.8121
H  -2.7996  -1.4608  3.8672
H  -4.9789  -0.3252  3.5814
H  -4.3038  0.5885  2.0372
H  -4.5073  1.6592  5.0052
H  -3.0780  2.2282  3.9366
H  -4.6265  2.8150  2.2178
H  -6.6746  5.1950  2.6417
H  -4.9803  5.4535  1.9802
H  -5.4687  6.2272  3.5827
C  2.3795  -3.8763  0.6683
C  0.9981  -4.1057  0.0835
O  1.0144  -5.0939  -0.9463
S  1.1723  -6.6482  -0.5197
C  0.8039  -7.3583  -2.0987
O  0.1207  -6.9882  0.4019
O  2.5566  -6.9080  -0.2219
H  2.7404  -4.7646  1.1903
H  2.3660  -3.0522  1.3825
H  3.0998  -3.6514  -0.1225
H  0.2785  -4.3760  0.8629
H  0.6453  -3.1771  -0.3721
H  -0.2324  -7.1428  -2.3536
H  0.9556  -8.4352  -2.0201
H  1.4848  -6.9427  -2.8408
C  -0.6088  -2.6754  -4.7378
C  -1.9910  -2.9017  -5.3233
O  -1.9757  -3.8884  -6.3550
S  -1.8196  -5.4428  -5.9313
C  -2.1886  -6.1527  -7.5116
O  -2.8731  -5.7852  -5.0117
O  -0.4348  -5.7045  -5.6359
H  -0.2495  -3.5652  -4.2172
H  -0.6216  -1.8509  -4.0212
H  0.1116  -2.4503  -5.5280
H  -2.7110  -3.1723  -4.5445
H  -2.3426  -1.9721  -5.7775
H  -3.2247  -5.9373  -7.7676
H  -2.0374  -7.2298  -7.4339
H  -1.5074  -5.7370  -8.2533
C  -7.3868  -6.8771  -11.7688
C  -8.4068  -6.6378  -10.6706
O  -7.8126  -6.6905  -9.3733
S  -6.8962  -5.4446  -8.8953
C  -6.7381  -5.9119  -7.1943
O  -7.6727  -4.2364  -8.9729
O  -5.5990  -5.5604  -9.5132
H  -6.6505  -6.0721  -11.8064
H  -7.8737  -6.9307  -12.7452
H  -6.8405  -7.8067  -11.5908
H  -8.9281  -5.6865  -10.8152
H  -9.1616  -7.4271  -10.7068
H  -7.7159  -5.8613  -6.7185
H  -6.0528  -5.2085  -6.7198
H  -6.3278  -6.9199  -7.1410

Force components x, y, z for each atom (eV/Å):
C -0.4 -0.6 0.1
C -0.4 -1.3 0.0
O 1.5 -1.2 0.0
C -0.3 0.5 1.2
C -0.2 -0.3 1.8
O -1.1 -2.1 -0.3
C -1.3 -1.9 -1.5
C -3.0 -0.2 -2.4
C -0.2 -0.1 -0.1
C 0.1 0.7 0.2
C 0.1 0.0 0.9
F -0.2 -2.0 -0.3
C -1.8 3.1 0.1
C 0.3 2.5 1.4
C 3.7 0.9 3.0
C 1.3 -3.7 0.5
P 0.9 0.4 -1.4
S -0.1 -0.3 0.5
N 1.7 -1.8 -0.5
C 0.0 1.8 -1.0
F 2.7 -1.6 0.7
F -2.2 -2.7 0.7
C 0.8 1.1 -2.4
F -3.4 0.4 0.1
F 0.4 -1.1 2.6
C -3.5 -2.8 0.1
C 0.9 -3.4 0.3
C 5.3 0.0 -0.5
C 0.5 0.8 -0.6
C 1.6 0.6 1.5
C 0.3 0.6 0.3
C 0.7 0.5 0.3
C -0.4 -0.4 -0.6
N 1.2 2.7 1.1
C 0.3 1.1 2.9
C 0.0 -0.3 -0.7
O -1.1 -1.2 -4.3
C -0.8 4.1 0.0
F -1.6 3.1 -0.1
C -2.3 1.5 0.6
S -1.1 1.2 1.1
H 1.4 -0.7 0.2
H 0.3 1.5 1.2
H 0.4 1.0 -1.5
H -0.7 0.9 1.1
H -0.8 0.9 -1.2
H 0.3 -0.3 -1.7
H -1.0 1.2 -0.3
H 1.4 -0.8 -0.1
H -0.8 -1.1 -1.4
H -0.9 1.5 0.5
H 0.3 0.4 -1.6
H 0.7 -1.4 -1.2
H -1.6 0.1 -1.0
H -1.5 1.0 0.1
H 1.3 0.0 1.1
H -1.3 1.7 -0.4
H 0.7 -0.4 1.1
H 0.1 -0.8 -0.4
H 1.1 1.3 0.3
H 0.6 -1.8 0.0
H 1.7 -0.7 -0.1
H 1.2 -0.1 1.2
H -1.1 1.4 -0.5
H -1.0 -1.3 -0.9
H -0.2 1.4 -1.2
H 1.0 1.0 -1.0
H -0.1 -0.8 1.8
H 0.7 0.1 -1.6
H -1.1 -1.0 0.3
H -0.7 -0.4 0.5
H 1.5 -0.1 0.5
H -0.8 -0.5 1.4
H 0.0 -1.7 -0.6
C 0.3 -0.2 0.2
C 0.2 0.6 0.8
O -0.1 -0.9 -0.3
S 0.0 0.3 -0.6
C 0.0 0.2 -0.1
O 0.6 0.2 0.0
O -0.7 0.0 0.2
H -0.1 0.1 -0.1
H 0.0 -0.1 -0.1
H -0.1 0.0 0.0
H 0.0 -0.1 -0.1
H -0.1 -0.3 -0.2
H 0.1 0.0 0.0
H 0.0 0.1 0.2
H -0.1 0.0 0.1
C 0.2 -0.2 0.1
C 0.2 0.7 0.8
O -0.1 -1.0 -0.2
S 0.0 0.4 -0.8
C -0.1 0.2 0.0
O 0.6 0.2 0.0
O -0.7 0.0 0.3
H 0.0 0.1 0.0
H -0.1 0.0 -0.1
H -0.1 0.1 0.1
H 0.0 -0.1 -0.1
H -0.1 -0.3 -0.2
H 0.1 0.0 0.0
H 0.0 0.1 0.2
H -0.1 0.0 0.1
C 0.3 0.1 0.0
C -0.2 0.1 -1.0
O 0.5 0.5 0.8
S -0.2 -0.6 0.3
C -0.1 -0.1 0.0
O 0.5 -0.4 -0.3
O -0.6 0.4 0.2
H -0.1 0.0 0.0
H -0.1 0.0 0.1
H -0.1 0.0 0.0
H 0.1 0.0 0.2
H 0.1 0.1 0.4
H 0.0 0.0 -0.1
H 0.0 0.0 -0.2
H 0.0 0.1 0.0


(2)
Density functional theory data (the ωB97M-V functional and the def2-TZVPD basis) for a 3-piece molecular cluster, C36H58BF3N3O12P2 overall at a distorted geometry.

Output
Frontier orbital gap in eV: 6.326
E_tot in Ha: -3480.4023
Molar mass in g/mol: 854.62
Charge: +1

Geometry (Å):
C  8.2755  -2.0938  -1.9432
C  7.2149  -2.7824  -1.4528
C  6.4905  -3.8993  -2.2651
N  5.0105  -3.8905  -2.1539
C  4.3842  -5.1613  -1.6878
C  4.7354  -6.3865  -2.6462
C  3.4674  -7.1350  -3.1798
O  5.5275  -7.3854  -1.9685
C  4.3630  -2.8031  -2.4512
N  4.7307  -1.5218  -2.8643
C  5.7430  -1.2386  -3.8657
C  5.1899  -0.9095  -5.3291
C  6.3973  -0.1920  -6.0594
O  7.3190  -0.7988  -6.5315
O  6.4488  1.1912  -6.1912
C  3.9462  -0.4766  -2.1957
C  3.5700  0.8520  -2.9042
F  3.0814  1.7498  -1.9815
F  2.6136  0.7623  -3.8850
F  4.6506  1.5161  -3.4745
C  2.8087  -1.3928  -1.5455
C  1.2911  -1.0307  -1.6621
C  0.6892  -0.0898  -0.5880
C  1.3705  0.7953  0.3274
C  0.7111  1.6848  1.2803
C  -0.7449  1.7087  1.3297
C  -1.4893  0.8138  0.4188
C  -3.0554  0.8645  0.5422
C  -0.7974  -0.0676  -0.5208
B  3.1786  -1.9692  -0.0519
O  4.4576  -1.7686  0.5424
C  2.1064  -2.7904  0.8433
C  2.4873  -4.3174  1.0425
N  2.8875  -2.7029  -2.3063
C  2.3530  -2.7270  -3.6929
C  1.0108  -3.5237  -3.8518
C  -0.0361  -2.9017  -4.6620
C  -1.3220  -3.5782  -4.8023
C  -1.6213  -4.8762  -4.1918
C  -0.5639  -5.5035  -3.3930
C  0.7215  -4.8022  -3.2281
H  8.6177  -1.1747  -1.4168
H  8.8208  -2.3880  -2.8692
H  6.8425  -2.6009  -0.4100
H  6.7839  -3.8833  -3.3546
H  6.8739  -4.8930  -1.8916
H  4.8620  -5.3983  -0.6932
H  3.2834  -5.0784  -1.5482
H  5.3514  -6.0495  -3.5341
H  2.9251  -6.4670  -3.9069
H  2.7894  -7.4813  -2.3466
H  3.7573  -8.0552  -3.7443
H  6.1994  -6.9640  -1.4065
H  6.3008  -0.3054  -3.5536
H  6.5369  -2.0062  -4.0266
H  4.9637  -1.8485  -5.9052
H  4.3521  -0.1724  -5.3345
H  5.7031  1.6068  -5.7190
H  4.6012  -0.1310  -1.3364
H  0.7264  -2.0045  -1.5715
H  0.9679  -0.6249  -2.6651
H  2.4916  0.8335  0.2949
H  1.2690  2.3835  1.9538
H  -1.2267  2.4057  2.0475
H  -3.4461  -0.1531  0.2878
H  -3.3128  1.1258  1.6042
H  -3.5152  1.6159  -0.1553
H  -1.4316  -0.6997  -1.1894
H  4.3309  -1.1287  1.2710
H  2.0432  -2.3194  1.8658
H  1.0719  -2.7607  0.4161
H  1.9683  -4.9621  0.2753
H  2.1623  -4.7132  2.0404
H  3.5980  -4.4320  0.9407
H  3.1077  -3.2888  -4.3270
H  2.2801  -1.7040  -4.1419
H  0.1293  -1.9121  -5.1440
H  -2.1370  -3.1192  -5.4108
H  -2.5929  -5.4057  -4.2969
H  -0.7637  -6.4968  -2.9187
H  1.4664  -5.3150  -2.5828
C  -9.0534  4.2602  2.5311
O  -8.0598  4.5284  1.5390
P  -6.4532  4.1515  1.9532
O  -6.4685  5.0707  3.1667
O  -5.9408  4.9513  0.6267
C  -6.3904  6.2844  0.4016
O  -4.8517  3.6469  2.2647
C  -3.8409  4.6355  2.3606
H  -10.0170  4.1609  2.0317
H  -8.8338  3.3346  3.0629
H  -9.1066  5.0920  3.2336
H  -6.6550  6.7894  1.3320
H  -7.2499  6.2712  -0.2684
H  -5.5826  6.8379  -0.0789
H  -4.1369  5.4582  3.0117
H  -3.5814  5.0154  1.3711
H  -2.9568  4.1601  2.7896
C  -5.4498  5.3991  5.7168
O  -5.6698  5.2581  7.1248
P  -7.2888  5.2846  7.6377
O  -7.5809  6.6519  7.0477
O  -6.7938  5.3848  9.1900
C  -5.8919  6.4188  9.5643
O  -8.8797  4.9887  8.1330
C  -9.4931  5.9160  9.0126
H  -4.4707  4.9792  5.4804
H  -6.2053  4.8690  5.1520
H  -5.4525  6.4553  5.4468
H  -5.9730  7.2888  8.9108
H  -4.8708  6.0368  9.5454
H  -6.1305  6.7247  10.5840
H  -9.3675  6.9438  8.6712
H  -9.0968  5.8051  10.0231
H  -10.5601  5.6900  9.0346

Force components x, y, z for each atom (eV/Å):
C -0.8 -0.3 0.5
C 0.2 0.3 -0.4
C 1.9 -0.6 0.1
N 0.6 0.6 -0.3
C 0.2 -1.2 0.0
C 0.1 -0.6 -0.5
C 0.1 0.2 -0.1
O -0.4 0.8 0.2
C -3.2 2.3 -0.4
N 1.4 -2.0 -0.7
C 1.3 1.8 -1.3
C 0.8 0.7 0.0
C 0.5 0.3 -0.7
O -0.7 -0.2 0.5
O -1.2 -1.3 1.0
C 0.3 -0.3 1.7
C -0.6 1.7 -0.5
F 0.6 -1.6 -1.0
F 1.1 -0.3 0.9
F -1.0 -1.2 0.6
C -1.1 -0.7 -0.6
C -0.8 0.6 0.6
C -2.4 1.4 1.3
C -0.2 -0.1 0.0
C -1.9 -1.0 -1.2
C 2.0 -1.6 -1.7
C 0.9 0.5 0.4
C 0.9 -0.4 -0.2
C 1.0 1.6 1.6
B -0.5 0.1 1.5
O -1.2 0.8 -1.0
C -0.5 -0.2 -0.2
C 0.0 0.0 -0.2
N 2.4 -0.5 0.6
C -0.4 -1.3 -1.1
C -1.9 0.1 -0.2
C -0.6 -2.1 1.1
C 0.5 -0.9 0.5
C 2.8 0.9 0.7
C 0.1 2.2 -1.1
C -1.3 0.0 -0.6
H 0.1 -1.1 -0.2
H -0.8 0.5 0.6
H 0.1 0.1 -1.3
H -0.3 0.1 1.1
H -0.7 0.9 -0.3
H -0.6 0.4 -0.9
H 1.0 0.4 -0.2
H -0.8 0.0 0.8
H 0.4 -0.7 0.9
H 0.7 0.6 -0.8
H 0.0 0.8 0.5
H -0.3 -0.2 -0.3
H -0.5 -1.1 -0.1
H -1.0 0.4 0.6
H 0.1 1.1 0.6
H 0.3 -1.0 0.2
H 0.3 -0.1 -0.3
H -0.7 -0.1 -0.9
H 0.7 1.0 -0.1
H 0.7 -0.4 0.9
H -1.1 0.0 0.0
H -0.3 -0.9 -0.8
H 0.1 -0.8 -0.7
H 0.1 0.9 0.3
H 0.1 -0.2 -1.1
H 0.5 -0.7 0.7
H 0.8 0.5 0.6
H 0.3 -0.7 -0.1
H 0.2 -0.2 -1.0
H 0.8 0.1 0.4
H 0.6 0.7 0.7
H 0.4 0.5 -0.9
H -1.0 -0.2 0.3
H -0.6 0.6 0.6
H -0.1 -0.8 0.4
H -0.2 -0.9 0.4
H 0.9 -0.3 0.6
H 0.8 0.7 -0.1
H 0.4 1.1 -0.4
H -0.5 0.6 -0.6
C -0.5 0.1 0.1
O 0.6 -3.4 -0.5
P 2.5 8.8 1.2
O -0.8 -1.5 -0.1
O 0.1 -0.9 0.0
C -0.5 0.3 -0.4
O -1.7 -3.3 -0.7
C 0.2 0.5 -0.4
H 0.1 -0.1 -0.1
H -0.1 0.1 0.1
H 0.2 -0.1 0.0
H 0.0 -0.2 0.1
H 0.0 0.1 0.1
H 0.1 -0.2 0.0
H -0.2 -0.1 -0.1
H 0.0 0.0 0.0
H -0.2 -0.2 0.0
C 0.2 0.0 0.0
O -1.4 -2.9 -0.1
P 0.0 8.0 3.2
O -0.1 -1.2 -0.9
O -0.4 -0.7 -0.3
C 0.6 0.0 0.1
O 1.1 -3.1 -1.8
C 0.0 0.4 0.6
H -0.1 -0.1 0.2
H 0.1 0.2 0.0
H -0.2 0.0 0.0
H -0.1 -0.1 -0.1
H 0.0 0.1 0.0
H -0.1 -0.2 0.0
H 0.2 -0.1 -0.1
H 0.0 0.0 -0.1
H 0.1 -0.2 -0.2